(1)
22
Properties=species:S:1:pos:R:3:nbo_charge:R:1 method="wB97M-V/def2-TZVPD" e_homo_ha=-0.3241 e_above_lowest_kj_mol=61.1 total_energy_ev=-19226.66351 gap_ev=9.575 multiplicity=1 charge=0
C 0.629 2.607 0.050 -0.4599
N 1.122 1.228 0.092 -0.4161
C 1.677 0.845 1.154 0.2582
N 1.998 1.665 2.298 -0.8980
H -0.433 2.619 0.295 0.2020
H 0.749 2.982 -0.967 0.1986
H 1.179 3.266 0.721 0.2067
H 1.893 -0.208 1.312 0.1628
H 1.409 1.382 3.078 0.3707
H 2.950 1.468 2.592 0.3709
C -2.395 -0.871 -1.647 -0.5987
C -0.900 -1.159 -1.476 -0.4212
C -0.579 -1.814 -0.147 -0.4971
S 1.091 -2.547 -0.072 -0.0515
H -2.575 -0.531 -2.669 0.2116
H -2.774 -0.099 -0.976 0.2009
H -3.001 -1.770 -1.517 0.1998
H -0.644 -1.833 -2.300 0.2000
H -0.314 -0.250 -1.587 0.2305
H -1.278 -2.635 0.032 0.2056
H -0.701 -1.103 0.671 0.2064
H 0.898 -3.240 1.063 0.1177

(2)
22
Properties=species:S:1:pos:R:3:nbo_charge:R:1 method="wB97M-V/def2-TZVPD" e_homo_ha=-0.3343 e_above_lowest_kj_mol=364.3 total_energy_ev=-19223.52084 gap_ev=6.130 multiplicity=1 charge=0
N 2.500 0.746 -1.227 -0.6593
C 1.058 0.559 -1.139 -0.0748
C 0.683 -0.706 -1.924 -0.6211
S 3.671 -0.262 1.098 -0.2375
C 0.572 0.490 0.321 -0.2244
N -0.871 0.642 0.421 -0.6299
C -1.500 -0.198 1.437 -0.2154
C -2.918 -0.605 1.026 -0.6068
H 2.791 1.653 -0.849 0.3743
H -0.349 -0.603 -2.255 0.2265
H 2.991 0.094 -0.585 0.3026
H 0.576 1.405 -1.636 0.2062
H 1.423 -0.857 -2.705 0.2260
H 0.728 -1.573 -1.256 0.2036
H 1.170 1.236 0.869 0.1862
H 0.845 -0.491 0.712 0.2089
H -1.098 1.583 0.723 0.3602
H -1.551 0.254 2.438 0.1689
H -0.923 -1.113 1.564 0.1868
H -2.881 -1.422 0.295 0.2092
H -3.368 -1.072 1.913 0.2018
H -3.546 0.239 0.759 0.2079